No. 1
Density functional theory data (wB97M-V/def2-TZVPD) for a structure of composition C41H42N12O2SeV at a distorted geometry.

Geometry as XYZ:
```
99
Properties=species:S:1:pos:R:3:forces:R:3:lowdin_charge:R:1
V 0.086 0.608 -0.094 3.91 -4.58 -2.24 0.804
C 2.078 -3.187 -3.543 0.49 -0.74 -0.47 -0.061
N 1.289 -2.255 -2.781 0.14 0.85 0.86 -0.103
C 1.630 -1.433 -1.784 0.12 -0.12 -0.19 -0.134
N 0.544 -0.818 -1.329 0.57 -1.60 -1.86 -0.106
C -0.453 -1.316 -2.109 -0.01 -0.40 -0.16 -0.206
N -0.019 -2.175 -2.986 -1.00 -0.23 -0.48 0.157
C 3.204 -2.585 -4.358 0.08 0.06 0.04 -0.192
C 4.150 -3.456 -4.895 -0.11 0.08 0.06 -0.025
C 5.167 -2.985 -5.707 -0.07 -0.01 0.04 -0.038
C 5.260 -1.635 -5.990 -0.16 0.19 0.07 0.004
C 4.329 -0.755 -5.446 -0.18 -0.52 0.20 -0.132
C 3.300 -1.233 -4.632 0.07 0.00 -0.06 0.023
C 4.429 0.654 -5.742 0.54 0.74 -0.52 -0.272
N 5.296 1.246 -6.512 0.07 -1.99 0.24 0.119
N 5.022 2.546 -6.501 -0.71 1.88 0.26 0.122
C 3.996 2.727 -5.726 0.77 -0.41 -0.52 -0.271
O 3.567 1.549 -5.202 -0.10 -0.03 0.04 0.128
C 3.337 3.960 -5.368 -0.46 0.24 0.31 -0.126
C 3.791 5.194 -5.828 -0.05 -0.22 0.01 0.010
C 3.142 6.346 -5.426 0.03 0.01 -0.02 -0.037
C 2.071 6.286 -4.547 -0.10 -0.13 0.00 -0.018
C 1.616 5.057 -4.087 0.06 0.13 -0.05 -0.194
C 0.480 4.960 -3.088 0.16 0.59 -0.64 -0.061
N 0.776 3.889 -2.171 -0.53 -1.09 0.31 -0.118
C 0.403 2.607 -2.216 0.03 0.25 -0.20 -0.117
N 1.099 1.913 -1.325 0.36 0.54 -0.53 -0.028
C 1.906 2.845 -0.756 0.10 0.27 -0.29 -0.166
N 1.728 4.037 -1.253 0.75 0.65 0.48 0.169
C 2.242 3.900 -4.514 0.09 0.08 -0.15 0.025
H 1.370 -3.683 -4.216 0.09 0.08 0.24 0.150
H 2.481 -3.944 -2.862 -0.14 0.09 -0.06 0.143
H 2.637 -1.289 -1.432 0.04 -0.04 -0.05 0.152
H -1.493 -1.055 -2.007 -0.01 -0.02 -0.02 0.129
H 4.078 -4.513 -4.688 0.01 -0.17 0.04 0.121
H 5.886 -3.674 -6.123 0.05 -0.05 -0.03 0.118
H 6.032 -1.244 -6.632 0.15 0.03 -0.07 0.122
H 2.576 -0.533 -4.240 -0.08 0.06 0.02 0.112
H 4.641 5.222 -6.489 0.12 0.07 -0.09 0.125
H 3.483 7.305 -5.786 0.04 0.09 -0.02 0.118
H 1.587 7.195 -4.228 -0.04 0.15 0.08 0.118
H -0.472 4.756 -3.587 0.04 -0.05 0.19 0.144
H 0.402 5.886 -2.514 -0.08 -0.15 -0.05 0.137
H -0.338 2.205 -2.886 -0.08 0.07 -0.07 0.158
H 2.642 2.623 -0.003 0.00 0.07 0.10 0.128
H 1.897 2.929 -4.187 0.05 -0.05 0.02 0.109
C 0.006 -4.509 3.771 -0.39 -0.37 0.16 -0.024
N 1.120 -3.745 3.282 0.28 0.26 -0.24 -0.076
C 1.309 -3.355 2.006 -0.45 0.00 -0.85 -0.766
Se 0.168 -3.535 0.597 -0.20 -0.53 -0.19 0.661
N 2.517 -2.752 1.920 -0.05 -0.02 0.13 0.109
C 3.118 -2.745 3.156 0.15 -0.11 0.82 -0.188
C 4.340 -2.256 3.582 -0.19 -0.07 -0.03 -0.009
C 4.620 -2.371 4.931 0.08 -0.01 0.09 -0.073
C 3.716 -2.962 5.813 0.08 -0.01 0.08 -0.071
C 2.512 -3.488 5.384 -0.09 -0.01 -0.28 0.002
C 2.220 -3.372 4.033 0.81 0.39 0.19 -0.155
H -0.826 -4.414 3.078 0.06 0.04 -0.01 0.046
H -0.286 -4.147 4.756 0.02 0.06 0.00 0.095
H 0.266 -5.567 3.852 0.03 0.07 -0.02 0.113
H 2.909 -2.381 1.070 -0.22 -0.22 0.04 0.141
H 5.039 -1.823 2.886 0.14 0.12 -0.05 0.113
H 5.565 -2.013 5.309 0.07 0.06 0.03 0.111
H 3.966 -3.024 6.860 0.07 -0.04 0.10 0.111
H 1.843 -3.973 6.073 -0.14 -0.08 0.12 0.113
C -3.417 -1.842 2.964 -0.48 -0.50 -0.11 -0.005
N -2.330 -0.882 3.034 -0.21 -0.05 0.22 -0.160
C -2.196 -0.040 4.216 0.25 0.39 0.43 -0.001
C -1.538 -0.693 2.041 0.62 -0.06 -0.52 -0.213
N -0.773 -0.516 1.180 -1.50 -0.99 1.89 0.079
H -4.375 -1.338 2.826 0.06 0.03 0.04 0.104
H -3.443 -2.412 3.892 0.01 -0.03 -0.03 0.102
H -3.255 -2.527 2.135 0.06 0.00 0.01 0.099
H -3.034 -0.238 4.880 0.00 0.00 -0.08 0.103
H -2.202 1.020 3.950 -0.05 -0.10 0.02 0.094
H -1.269 -0.270 4.748 -0.08 0.01 -0.02 0.104
C -0.790 6.509 5.296 0.02 0.10 0.13 -0.019
C -0.828 5.624 4.103 -0.04 -0.19 -0.32 -0.214
C -0.117 4.425 4.063 0.00 -0.02 -0.06 0.016
C -0.149 3.589 2.967 -0.03 -0.03 -0.04 -0.171
C 0.697 2.351 2.985 0.03 -0.09 0.11 -0.017
C -0.960 3.940 1.849 0.30 -0.14 0.25 -0.097
C -1.125 3.073 0.735 -0.67 1.21 -0.08 -0.072
O -0.578 1.959 0.536 -3.43 6.48 3.12 -0.225
C -1.637 5.196 1.853 0.06 -0.19 -0.03 -0.182
C -2.422 5.669 0.669 -0.09 0.00 -0.04 -0.028
C -1.558 5.994 2.972 0.04 -0.07 0.00 0.020
H -0.534 5.954 6.194 0.00 -0.01 0.08 0.089
H -1.746 7.007 5.438 -0.05 0.03 0.06 0.094
H -0.039 7.289 5.161 0.06 0.03 -0.02 0.106
H 0.487 4.147 4.914 0.06 -0.03 0.10 0.127
H 1.220 2.289 3.937 0.05 -0.08 -0.04 0.094
H 1.447 2.390 2.186 -0.07 -0.06 0.10 0.080
H 0.108 1.440 2.849 0.12 0.12 0.05 0.054
H -1.811 3.399 -0.055 0.12 -0.12 0.16 0.142
H -1.842 5.581 -0.248 -0.02 0.05 -0.10 0.077
H -2.705 6.711 0.786 0.00 0.01 0.02 0.093
H -3.339 5.090 0.556 -0.09 -0.02 -0.09 0.100
H -2.075 6.941 2.981 -0.10 0.14 -0.04 0.131
```
Positions in Å, forces in eV/Å.

Calculated values
Spin multiplicity = 4
Total charge = +2
<S²> = 3.784
LUMO energy (spin up / spin down) = -0.21636 / -0.23119 Eh
Calculated total energy = -156195.2343 eV



No. 2
Density functional theory data (wB97M-V/def2-TZVPD) for a structure of composition C41H42P2PdS at a distorted geometry.

Geometry as XYZ:
```
87
Properties=species:S:1:pos:R:3:forces:R:3:lowdin_charge:R:1
Pd -0.648 1.301 -1.723 -0.12 -0.52 3.53 0.747
C -2.151 1.092 -3.037 -1.34 -1.27 0.32 -0.257
C -1.953 -0.353 -2.847 -1.00 0.20 -0.86 -0.281
C -1.044 -1.099 -3.804 0.42 0.04 0.18 -0.185
C 0.230 -0.296 -4.145 0.16 0.05 -0.21 -0.171
C 0.741 0.663 -3.092 0.77 0.59 0.03 -0.249
C 0.638 2.073 -3.107 1.00 -0.41 -0.28 -0.254
C -0.413 2.875 -3.807 -0.42 -0.23 -0.64 -0.207
C -1.681 2.021 -4.120 -0.17 0.48 -1.03 -0.187
C 1.711 0.121 2.020 0.27 0.10 -0.01 -0.180
H -3.052 1.432 -2.516 0.21 -0.01 -0.40 0.084
H -2.825 -0.966 -2.555 -0.12 0.63 -0.63 0.096
H -1.580 -1.288 -4.743 -0.10 0.04 0.19 0.119
H -0.763 -2.088 -3.414 -0.14 0.27 0.08 0.097
H 1.056 -0.995 -4.322 -0.20 0.07 -0.21 0.114
H 0.074 0.281 -5.067 0.12 -0.33 0.19 0.105
H 1.498 0.242 -2.410 0.02 0.31 -0.76 0.057
H 1.480 2.607 -2.683 -0.07 0.23 0.17 0.076
H -0.046 3.350 -4.724 -0.09 0.10 -0.08 0.109
H -0.718 3.670 -3.109 0.15 -0.04 -0.34 0.109
H -2.495 2.741 -4.264 0.08 -0.17 -0.25 0.113
H -1.562 1.476 -5.061 0.01 0.21 -0.04 0.102
H 0.769 0.684 1.847 0.20 -0.24 0.19 0.004
H 2.424 0.681 2.646 -0.42 -0.17 -0.01 0.082
H 1.460 -0.844 2.483 0.05 0.35 -0.04 0.068
P -1.625 -0.754 -0.671 1.56 2.00 1.61 0.974
P 2.527 -0.229 0.460 -2.25 0.33 -0.46 0.989
C 0.056 -1.496 -0.690 0.22 -1.20 0.52 -0.285
C 1.408 -1.253 -0.520 0.73 -0.64 -0.42 -0.300
C -2.517 -2.204 -0.044 0.60 -0.91 -0.11 -0.359
C -2.621 -3.432 -0.725 -0.38 0.52 0.44 -0.091
C -3.351 -4.457 -0.128 -0.27 -0.56 0.22 -0.097
C -3.881 -4.311 1.158 0.09 0.59 0.19 -0.081
C -3.660 -3.122 1.876 -0.08 -0.53 -0.21 -0.065
C -2.980 -2.081 1.276 -0.04 0.42 -0.33 -0.119
C -3.037 0.523 -0.215 -0.83 0.38 0.39 -0.374
C -2.734 1.906 -0.079 -0.23 -0.48 -0.93 -0.249
C -3.691 2.864 -0.425 0.17 -0.15 0.33 -0.097
C -5.009 2.496 -0.682 0.11 -0.01 -0.37 -0.095
C -5.358 1.147 -0.640 0.09 -0.02 0.03 -0.079
C -4.386 0.164 -0.397 0.11 0.47 -0.20 -0.088
C 3.978 -1.227 0.791 0.45 -0.30 -0.35 -0.303
C 3.745 -2.538 1.240 0.09 0.16 0.02 -0.079
C 4.813 -3.348 1.614 0.07 0.30 -0.13 -0.064
C 6.123 -2.864 1.490 -0.32 0.10 -0.12 -0.066
C 6.358 -1.581 0.984 -0.10 -0.17 0.11 -0.069
C 5.290 -0.752 0.638 -0.15 -0.29 0.16 -0.068
C 2.975 1.360 -0.289 0.52 0.63 -0.19 -0.308
C 2.428 2.562 0.214 0.21 -0.50 0.06 -0.073
C 2.846 3.799 -0.281 -0.11 -0.23 -0.06 -0.068
C 3.790 3.852 -1.310 -0.19 -0.12 0.24 -0.076
C 4.313 2.669 -1.844 -0.13 0.16 0.11 -0.077
C 3.912 1.431 -1.339 -0.04 0.04 0.06 -0.111
H -0.119 -2.543 -1.000 0.37 0.23 -0.31 0.058
H 2.053 -1.981 -1.055 -0.39 0.18 0.54 0.078
H -2.168 -3.591 -1.705 -0.20 0.17 0.15 0.100
H -3.532 -5.400 -0.656 0.20 0.41 0.13 0.103
H -4.475 -5.097 1.624 0.23 0.05 -0.24 0.101
H -4.017 -2.998 2.899 0.03 -0.14 -0.27 0.113
H -2.807 -1.130 1.800 -0.12 -0.32 -0.11 0.050
H -1.754 2.282 0.247 0.02 -0.44 -0.21 0.042
H -3.371 3.899 -0.532 -0.20 -0.10 0.36 0.107
H -5.739 3.263 -0.957 0.19 -0.35 0.13 0.103
H -6.383 0.851 -0.862 0.20 0.03 0.19 0.101
H -4.697 -0.884 -0.360 0.19 0.33 -0.22 0.106
H 2.719 -2.913 1.276 0.32 0.09 0.13 0.113
H 4.613 -4.349 1.996 0.15 0.24 -0.13 0.111
H 6.954 -3.508 1.769 -0.11 0.19 -0.05 0.108
H 7.382 -1.224 0.865 -0.30 -0.09 0.04 0.109
H 5.471 0.245 0.236 -0.01 -0.26 0.27 0.096
H 1.699 2.507 1.022 0.12 0.16 -0.20 0.101
H 2.419 4.710 0.152 0.23 -0.35 -0.25 0.116
H 4.112 4.827 -1.676 -0.02 -0.33 0.00 0.109
H 5.049 2.731 -2.648 -0.22 -0.13 0.23 0.110
H 4.363 0.517 -1.745 -0.27 0.36 0.11 0.116
S -1.716 1.170 2.664 -0.78 0.87 -2.63 0.614
C -1.171 0.573 4.107 0.88 -0.67 1.67 -0.819
C -0.969 -0.825 4.281 0.14 0.88 0.61 -0.159
C -0.525 -1.293 5.510 0.00 0.22 0.15 -0.129
C -0.269 -0.402 6.564 0.14 0.04 -0.06 -0.134
C -0.426 0.985 6.374 0.00 -0.44 -0.10 -0.123
C -0.873 1.480 5.160 0.04 -0.96 0.08 -0.154
H -1.173 -1.484 3.437 0.05 0.09 0.26 0.074
H -0.379 -2.364 5.637 0.01 0.15 0.15 0.089
H 0.081 -0.785 7.524 -0.09 0.11 -0.24 0.082
H -0.191 1.682 7.173 -0.03 -0.15 0.05 0.089
H -1.020 2.543 4.971 0.06 -0.28 0.12 0.082
```
Positions in Å, forces in eV/Å.

Calculated values
ΔE to the lowest compared entry with this formula, charge and spin = 0.0000 eV
Spin multiplicity = 3
Total charge = 0
<S²> = 2.028
LUMO energy (spin up / spin down) = -0.01221 / -0.01908 Eh
Calculated total energy = -76082.4920 eV